Entry 1:
Molecular formula: F6H2N3Na3O13S6
Method: DFT, wB97M-V/def2-TZVPD

Cartesian coordinates (Å):
Na: -15.52 7.83 14.01
Na: -13.10 5.45 11.50
Na: -13.98 2.41 8.62
N: -15.67 4.03 13.98
S: -16.99 3.21 13.75
O: -18.19 3.67 14.47
O: -16.91 1.78 13.45
F: -17.20 3.89 12.28
S: -15.16 3.20 15.37
O: -15.01 1.74 15.28
O: -15.57 3.76 16.68
F: -13.60 3.63 15.38
N: -12.11 9.12 12.51
S: -10.88 9.54 13.26
O: -11.17 10.51 14.33
O: -9.56 9.64 12.63
F: -10.64 8.13 14.10
S: -12.11 10.56 11.58
O: -11.27 10.60 10.39
O: -12.42 11.86 12.17
F: -13.52 10.31 10.91
N: -10.79 2.75 10.67
S: -10.09 1.76 11.61
O: -9.60 2.15 12.95
O: -9.56 0.58 10.86
F: -11.45 1.11 12.07
S: -9.30 3.49 10.15
O: -8.49 2.88 9.13
O: -8.60 4.42 11.08
F: -10.12 4.56 9.32
O: -14.72 6.04 8.28
H: -15.44 5.95 7.66
H: -13.99 6.39 7.77

Its maximum force is 11.1 eV Å⁻¹. Its total charge is 0. As for the HOMO energy: -0.3686 hartree. For the LUMO energy, the calculation gives -4.15 eV.



Entry 2:
Molecular formula: C8H15O3S
Method: DFT, wB97M-V/def2-TZVPD

Cartesian coordinates (Å):
C: 1.03 -2.02 0.13
C: -3.00 -0.40 -0.76
C: -2.16 0.81 -0.74
C: -2.35 -1.18 0.31
C: -0.10 1.46 0.63
C: -1.48 0.87 0.67
C: -1.48 -0.55 1.12
C: 3.80 0.75 -1.00
O: 0.84 0.83 -0.24
O: 2.17 -0.02 1.70
O: 2.91 -0.35 -0.66
S: 1.74 -0.31 0.38
H: 0.58 -2.14 1.06
H: 0.21 -1.96 -0.58
H: -3.98 -0.14 -0.52
H: -3.04 -0.86 -1.78
H: -1.28 0.91 -1.49
H: -2.75 1.82 -0.99
H: -2.71 -2.14 0.65
H: 1.86 -2.72 0.00
H: -0.15 2.58 0.24
H: 0.46 1.51 1.67
H: -2.01 1.40 1.43
H: -1.20 -0.99 2.04
H: 3.15 1.48 -1.34
H: 4.48 0.37 -1.68
H: 4.45 1.01 -0.21

Its maximum force is 5.2 eV Å⁻¹. Its total charge is +1. As for the HOMO energy: -0.4771 hartree. For the LUMO energy, the calculation gives -2.97 eV.